Density functional theory data (wB97M-V/def2-TZVPD) for a molecular structure, C37H38F12GeMoN3O4Se.

```
97
Properties=species:S:1:pos:R:3:forces:R:3
Mo -0.35958 -0.13709 -0.37892 0.190 0.010 0.057
C 1.31149 -6.82287 -0.10701 0.007 -0.048 -0.002
C 1.36037 -5.32214 -0.16169 -0.029 0.007 0.028
C 2.13337 -4.64604 -1.09420 0.021 0.024 -0.039
C 2.15899 -3.26549 -1.12693 0.046 -0.016 0.002
C 1.41976 -2.48203 -0.23085 -0.058 -0.085 0.026
N 1.44114 -1.06047 -0.32847 -0.466 0.346 -0.164
C 2.68230 -0.46782 -0.67247 0.064 0.003 -0.047
C 3.85623 -1.11766 -0.26390 0.036 -0.003 0.049
C 5.10879 -0.71961 -0.67519 0.001 -0.012 0.000
C 5.26066 0.36127 -1.53750 -0.031 -0.003 0.012
C 6.61192 0.79785 -2.02886 0.028 0.021 0.000
C 4.11672 1.06877 -1.86135 -0.028 0.018 0.009
C 2.83779 0.71863 -1.41455 0.021 0.066 0.048
C 1.74216 1.77453 -1.59058 -0.057 0.041 -0.082
O 0.47141 1.42384 -1.17404 0.194 -0.165 0.079
C 2.12824 2.99163 -0.68949 -0.094 0.050 0.012
F 3.21738 3.65641 -1.06531 0.083 -0.023 -0.084
F 2.34964 2.53651 0.55410 0.007 -0.045 0.066
F 1.12520 3.87590 -0.61844 -0.034 -0.016 -0.037
C 1.57369 2.23629 -3.07348 -0.083 -0.024 0.025
F 1.55198 1.16499 -3.88435 -0.025 -0.124 -0.028
F 2.53168 3.04892 -3.51877 0.175 0.013 0.038
F 0.41417 2.87668 -3.24106 -0.119 0.042 0.019
C 0.62597 -3.16308 0.71091 0.036 -0.057 -0.076
C 0.62115 -4.55604 0.72819 -0.014 0.038 0.000
C -0.17825 -2.35434 1.71529 -0.078 -0.045 0.059
O -0.80248 -1.25530 1.12387 0.080 0.117 -0.145
C 0.78546 -1.87591 2.84209 0.028 -0.003 0.055
F 0.19710 -1.03309 3.70348 -0.085 -0.065 0.001
F 1.83826 -1.22486 2.33238 -0.016 0.045 0.075
F 1.25637 -2.91422 3.53747 -0.069 0.010 -0.042
C -1.38506 -3.13006 2.33753 -0.071 0.133 -0.063
F -2.17059 -3.57195 1.34998 -0.045 -0.034 -0.129
F -1.06818 -4.17410 3.10077 0.199 -0.049 0.104
F -2.12467 -2.30816 3.09471 0.038 0.063 -0.005
H 2.08145 -7.26420 -0.73898 -0.017 0.009 0.011
H 0.34366 -7.19743 -0.44730 0.019 0.018 0.006
H 1.46207 -7.18445 0.91104 -0.006 0.010 -0.015
H 2.73366 -5.20209 -1.80616 -0.020 0.014 0.034
H 2.81107 -2.77805 -1.84113 -0.044 0.007 0.004
H 3.76901 -1.98101 0.38263 0.000 0.048 -0.016
H 5.97818 -1.26773 -0.32981 -0.015 0.017 -0.010
H 7.25722 -0.05828 -2.22624 -0.015 0.006 0.007
H 7.11113 1.42047 -1.28265 -0.003 -0.016 -0.018
H 6.53088 1.38162 -2.94569 -0.006 -0.008 0.022
H 4.23254 1.95582 -2.46700 -0.002 0.029 0.000
H 0.03109 -5.07960 1.46450 -0.020 -0.001 0.020
O -1.80248 -0.31685 -7.28236 0.001 -0.001 0.016
C -0.58003 -0.83044 -6.80201 0.014 0.015 -0.026
C -0.59860 -0.81450 -5.30259 -0.009 0.030 -0.002
C 0.32907 -1.53495 -4.56703 0.038 0.006 -0.007
C 0.32055 -1.43309 -3.19355 -0.109 -0.064 -0.070
N -0.57845 -0.70245 -2.52833 0.163 -0.030 0.302
C -1.51170 -0.03392 -3.22976 0.003 -0.034 -0.110
C -1.53292 -0.05663 -4.61132 -0.039 -0.032 0.018
C -2.55487 0.63831 -2.43149 -0.129 0.036 0.042
C -3.66733 1.22345 -3.00547 -0.015 -0.019 0.018
C -4.69559 1.69508 -2.19843 0.005 -0.027 -0.066
C -5.90269 2.34717 -2.82881 -0.011 -0.033 -0.039
O -6.31255 1.68930 -4.01013 0.050 0.039 0.017
C -4.57707 1.52284 -0.82947 0.003 0.031 0.012
C -3.42273 0.95887 -0.32314 -0.054 0.041 0.002
N -2.41251 0.55063 -1.09383 0.084 -0.047 0.035
H -1.77439 -0.26692 -8.24226 0.011 0.005 -0.001
H 0.26755 -0.21521 -7.12756 0.017 -0.015 -0.022
H -0.40231 -1.85323 -7.14866 -0.014 -0.014 0.004
H 1.07273 -2.16021 -5.04489 -0.027 0.019 -0.005
H 1.03312 -1.96895 -2.59616 0.083 -0.004 0.034
H -2.27776 0.48668 -5.17136 0.023 0.001 0.022
H -3.77319 1.29013 -4.07790 -0.002 0.000 0.005
H -5.62965 3.36012 -3.12894 -0.005 0.031 0.021
H -6.70939 2.43072 -2.09697 -0.026 -0.031 0.005
H -6.77957 0.87873 -3.78254 -0.013 0.008 0.014
H -5.36418 1.82473 -0.15098 0.027 0.004 -0.041
H -3.31329 0.81286 0.74085 -0.005 0.037 -0.079
C -4.04120 1.46162 5.34401 -0.015 -0.026 -0.006
Ge -3.30483 2.36436 3.77894 -0.068 0.025 0.024
C -4.71189 2.84484 2.50388 -0.003 0.021 -0.013
C -2.31224 3.96808 4.28433 0.006 0.030 0.013
C -2.10723 1.06395 2.88669 0.028 -0.054 0.013
Se -0.95974 1.86761 1.52770 0.098 -0.127 -0.106
C 0.49198 2.29441 2.75250 -0.020 -0.071 0.016
H -4.72677 2.11724 5.88284 0.025 -0.004 -0.035
H -3.24290 1.16934 6.02793 -0.013 0.018 -0.028
H -4.58680 0.56209 5.05458 0.014 0.028 -0.001
H -5.45417 3.47942 2.99033 0.024 -0.015 -0.003
H -5.22817 1.95745 2.12881 0.029 0.027 0.065
H -4.29647 3.40286 1.66163 -0.003 -0.041 0.016
H -3.01893 4.74208 4.58838 0.019 -0.025 0.006
H -1.72656 4.36385 3.45288 -0.032 -0.020 -0.004
H -1.64375 3.77896 5.12570 -0.019 -0.013 -0.023
H -2.67158 0.25210 2.42749 0.046 0.005 0.056
H -1.44867 0.58670 3.60477 0.084 -0.038 0.046
H 0.01244 2.62285 3.67069 0.020 -0.025 0.011
H 1.07410 3.10366 2.33070 -0.017 -0.005 -0.017
H 1.10806 1.41815 2.92722 0.009 -0.004 -0.002
```
Forces are in eV/Å.

Values from the calculation:
spin multiplicity	3
energy above the lowest of the compared OMol25 structures with the same formula, charge and spin	0.0	kcal/mol
total charge	+1
E_LUMO (alpha / beta)	-3.77 / -3.71	eV
Kohn-Sham gap (alpha / beta)	5.91 / 6.28	eV